Run A
14
Properties=species:S:1:pos:R:3 method="wB97M-V/def2-TZVPD" e_homo_ev=-3.48 orbital_gap_ev=7.1 charge=-1
S 1.0649 2.3433 -1.6908
H 0.4134 0.6125 -3.2813
S 1.2026 0.1355 -2.2929
H 0.2449 -1.5500 -0.2991
O 0.4713 2.9861 -2.8393
H 0.2369 0.3169 1.0012
H -0.9248 -2.4230 0.7510
O 2.3831 2.8035 -1.3355
H 0.8131 -2.4098 0.9902
C -1.4439 -0.2301 2.0830
H -2.1152 -1.0133 2.5020
C -0.1190 -1.8387 0.7025
H -1.8308 0.7912 2.3861
C -0.3965 -0.5241 1.3230

=====

Run B
14
Properties=species:S:1:pos:R:3 method="wB97M-V/def2-TZVPD" e_homo_ev=-4.36 orbital_gap_ev=7.2 charge=-1
H 0.9683 2.1191 2.8390
C -0.1036 0.9162 1.4129
H 1.2644 -0.7589 -4.3896
C -0.1867 -1.4605 -1.1714
C 0.0150 1.5933 2.7890
O -1.0749 0.1336 1.2562
H 0.8888 -1.5695 -1.2968
H -0.8126 2.2958 2.9046
O 0.7616 1.2103 0.5621
H -0.4131 -0.7153 -0.3818
H -0.6864 -2.4229 -1.1309
S -0.7771 -0.6372 -2.7177
H -0.0486 0.8774 3.6101
S 0.2049 -1.5812 -4.2855

=====

Least stable: run A

=====

Run A
13
Properties=species:S:1:pos:R:3 method="wB97M-V/def2-TZVPD" e_homo_ev=-10.22 orbital_gap_ev=11.0 charge=0 smiles="C=C(F)C(=C)C(F)(F)F"
H -1.9841 -1.5128 -0.4998
C 0.7107 -0.8006 0.8334
F 1.1249 1.5022 -0.6831
H 2.6835 -1.1799 0.6070
F -0.2870 1.9206 1.0109
H -2.6343 0.2385 -0.7304
C -0.6849 -0.0282 -0.0219
C 1.7503 -1.1326 0.0810
F -0.8280 2.0957 -1.1078
H 1.5931 -1.2161 -0.9613
F 0.5779 -0.7548 2.1477
C -1.8422 -0.4710 -0.4484
C -0.1798 1.3391 -0.2274

=====

Run B
13
Properties=species:S:1:pos:R:3 method="wB97M-V/def2-TZVPD" e_homo_ev="-8.98 / -8.84" orbital_gap_ev="7.8 / 7.9" charge=0
H 1.5294 -1.4638 0.5509
C 1.0378 -0.6924 -1.2553
F 0.6609 -1.0937 -2.5195
F 0.1192 1.8486 1.6808
H 0.0998 -2.5281 -0.3186
C 0.6294 -1.5507 -0.1544
F -1.4855 2.5494 0.2346
C -0.2121 1.9544 0.3819
H -0.5013 -0.6102 1.5389
C -0.3863 0.6117 -0.2865
C -0.5524 -0.6416 0.4697
H -1.5455 -1.0336 -0.0193
F 0.6064 2.6499 -0.3033

=====

Least stable: run B